1.
ORCA calculation (ωB97M-V/def2-TZVPD) on a molecular structure, C61H47N2O7P3SiYb at a distorted geometry.

```
122
Properties=species:S:1:pos:R:3:forces:R:3
Yb -0.632 0.263 0.413 0.34 -0.85 -0.52
C -4.640 -5.274 0.371 -0.38 0.28 0.16
C -4.389 -5.129 1.734 0.11 -1.16 -0.32
C -3.428 -4.241 2.167 0.40 0.65 0.57
C -2.717 -3.417 1.280 -0.07 -0.13 0.17
C -3.075 -3.490 -0.060 -0.31 -0.22 0.75
C -4.048 -4.385 -0.496 0.53 0.26 -0.48
P -1.247 -2.355 1.696 -1.36 -0.20 -0.31
C -1.602 -1.596 3.317 0.86 -0.48 -0.11
C -2.847 -1.218 3.728 -2.39 1.00 1.09
C -3.085 -0.403 4.887 3.03 -1.27 -0.72
C -1.957 -0.029 5.643 -0.54 0.89 -0.32
C -0.688 -0.356 5.154 0.24 -0.21 0.99
C -0.510 -1.192 4.081 1.05 0.06 -0.58
C 0.090 -3.529 1.984 0.01 0.70 0.14
C -0.127 -4.790 2.551 0.19 0.71 -0.85
C 0.928 -5.660 2.586 0.02 -0.58 -0.15
C 2.193 -5.276 2.143 -0.74 -0.89 0.54
C 2.388 -4.000 1.736 1.52 0.97 -0.53
C 1.366 -3.085 1.605 -0.21 0.96 -0.03
Si 1.690 -1.229 1.030 0.08 -0.44 0.10
C 2.506 -0.338 2.507 0.10 -0.24 0.63
C 3.306 -0.984 3.475 0.09 2.06 0.74
C 3.803 -0.246 4.583 -0.88 -0.80 -0.74
C 3.543 1.099 4.765 -0.51 -0.88 -1.85
C 2.833 1.741 3.766 -0.58 0.94 0.19
C 2.247 1.042 2.695 0.84 -0.24 1.09
P 1.535 1.982 1.345 -0.07 -0.51 -1.32
C 3.098 2.773 0.814 -1.26 0.55 0.25
C 4.173 1.962 0.520 0.60 -0.16 -0.35
C 5.405 2.555 0.340 0.50 0.17 0.23
C 5.583 3.939 0.472 -0.86 -0.24 -0.07
C 4.472 4.769 0.671 -0.19 -1.26 0.02
C 3.211 4.151 0.869 1.86 0.39 -0.44
C 0.474 3.302 1.944 -0.75 1.32 1.27
C -0.086 3.260 3.241 0.17 0.99 -0.90
C -0.872 4.282 3.772 0.78 -0.32 -0.92
C -1.052 5.441 3.036 -0.37 -0.06 -0.07
C -0.612 5.496 1.720 0.16 -0.79 0.30
C 0.106 4.418 1.173 -0.61 0.33 -0.48
C 3.069 -1.160 -0.342 -0.22 -0.80 0.50
C 4.425 -1.559 -0.191 -0.31 -0.49 -0.15
C 5.263 -1.771 -1.282 0.87 0.65 1.03
C 4.869 -1.408 -2.570 -0.97 0.29 0.02
C 3.584 -0.907 -2.743 -1.61 -0.09 0.50
C 2.644 -0.851 -1.615 0.89 0.45 -2.60
P 0.914 -0.221 -1.966 1.27 0.41 0.15
C 1.231 1.444 -2.737 0.51 -1.30 0.64
C 0.278 1.967 -3.569 -0.51 0.30 -0.53
C 0.395 3.257 -4.034 -0.82 1.15 -1.30
C 1.528 3.994 -3.771 0.77 -0.21 1.36
C 2.497 3.499 -2.896 0.71 -0.36 0.05
C 2.340 2.202 -2.386 0.88 0.42 -0.26
C 0.181 -1.272 -3.266 0.71 0.41 0.16
C 0.481 -1.187 -4.633 -0.94 -0.57 -0.07
C -0.188 -2.017 -5.523 0.45 -0.03 0.20
C -1.145 -2.930 -5.058 0.29 -0.24 -1.87
C -1.390 -3.041 -3.736 -0.30 -0.01 2.12
C -0.699 -2.230 -2.812 -0.70 -0.48 -1.06
H -5.332 -6.031 0.001 0.13 0.24 0.15
H -4.852 -5.866 2.393 0.10 0.56 0.15
H -3.219 -4.152 3.225 0.00 -0.15 0.13
H -2.600 -2.807 -0.715 0.21 0.43 -0.85
H -4.290 -4.380 -1.545 -0.13 -0.16 -0.25
H -3.730 -1.571 3.192 0.21 0.17 -0.09
H -4.042 -0.141 5.211 -1.40 0.21 0.24
H -2.054 0.597 6.560 0.02 -0.62 -0.86
H 0.214 -0.044 5.666 -0.13 0.12 0.23
H 0.522 -1.497 3.811 -0.83 0.25 0.14
H -1.115 -5.129 2.814 -0.12 0.04 0.14
H 0.676 -6.663 2.872 0.43 -0.44 0.26
H 3.013 -5.957 2.096 0.32 -0.51 0.21
H 3.404 -3.688 1.480 -0.21 -0.14 -0.11
H 3.564 -2.017 3.404 -0.02 -0.60 -0.13
H 4.322 -0.738 5.370 0.57 -0.59 0.33
H 3.927 1.596 5.602 0.44 0.80 1.02
H 2.697 2.836 3.850 -0.01 -0.67 -0.16
H 4.090 0.882 0.412 -0.11 0.31 0.20
H 6.262 1.912 0.151 -0.08 0.19 -0.01
H 6.585 4.320 0.430 0.21 0.35 -0.19
H 4.576 5.846 0.679 -0.03 -0.03 0.16
H 2.371 4.761 1.084 -0.46 0.42 0.13
H 0.122 2.431 3.839 0.30 -1.32 0.98
H -1.286 4.156 4.744 -0.21 0.07 0.65
H -1.610 6.253 3.478 -0.03 0.17 -0.10
H -0.876 6.352 1.121 0.14 0.03 -0.20
H 0.268 4.466 0.095 0.48 -0.14 0.24
H 4.803 -1.765 0.810 -0.04 0.01 -0.16
H 6.316 -2.069 -1.086 -0.93 0.03 -0.26
H 5.564 -1.500 -3.393 -0.08 0.02 -0.10
H 3.172 -0.597 -3.741 0.77 -0.33 0.99
H -0.507 1.342 -3.941 -0.59 -0.16 0.12
H -0.377 3.771 -4.668 0.66 -1.00 0.52
H 1.686 4.952 -4.194 -0.13 0.83 -0.39
H 3.440 4.060 -2.648 -1.17 -0.54 -0.37
H 3.191 1.760 -1.858 -0.59 0.15 0.11
H 1.179 -0.487 -5.039 0.40 0.43 0.07
H 0.122 -1.982 -6.562 -0.36 -0.03 0.01
H -1.656 -3.606 -5.758 0.23 0.47 0.24
H -2.137 -3.747 -3.360 0.33 0.15 -0.15
H -0.886 -2.356 -1.766 -0.08 0.05 0.50
O -1.905 1.317 1.942 -0.22 -0.04 0.24
H -2.157 0.794 2.714 -0.28 -0.34 0.34
H -1.922 2.233 2.241 0.16 0.34 -0.09
O -2.528 -0.362 -0.664 0.00 -0.93 0.18
C -2.438 0.623 -1.430 -0.88 1.43 -0.31
O -1.590 1.532 -1.219 0.46 0.27 0.08
C -3.398 0.809 -2.559 0.05 -0.83 -0.56
C -4.340 -0.195 -2.802 -0.25 -0.52 0.67
C -5.201 -0.112 -3.874 0.46 1.43 -0.44
C -5.137 0.987 -4.762 -0.19 -0.70 -0.35
C -4.144 1.925 -4.540 -0.50 -0.50 0.50
C -3.294 1.873 -3.440 0.00 0.27 -0.53
N -4.163 3.128 -5.417 -1.19 -1.06 0.97
O -5.059 3.153 -6.234 0.62 0.52 -0.40
O -3.401 4.003 -5.120 0.69 0.82 -0.46
N -6.262 -1.123 -3.980 -0.49 1.07 -0.84
O -7.104 -0.926 -4.840 0.35 -0.37 0.31
O -6.250 -2.013 -3.174 -0.11 -0.78 0.27
H -4.469 -1.044 -2.109 0.31 0.59 -0.41
H -5.789 1.157 -5.643 0.29 -0.51 0.91
H -2.578 2.672 -3.332 0.15 -0.03 0.30
```
Positions in Å, forces in eV/Å.

Computed properties:
LUMO level (alpha / beta): -0.102 / -0.102 Eh
Spin multiplicity: 2
Net charge: +1
Kohn-Sham gap (alpha / beta): 6.73 / 6.77 eV
Highest occupied orbital energy (alpha / beta): -0.3494 / -0.3509 hartree
F_max: 3.36 eV/A
DFT total energy: -5460.90131 hartree

***

2.
ORCA calculation (ωB97M-V/def2-TZVPD) on a molecular structure, C61H50CrN6O2S2Te at a distorted geometry.

```
123
Properties=species:S:1:pos:R:3:forces:R:3
Cr -0.261 0.491 -0.170 -1.44 0.63 0.24
O -0.162 0.419 -1.937 0.37 -0.35 -1.14
C -0.952 0.179 -3.079 -0.16 0.01 0.10
C -2.357 0.678 -2.724 0.06 -0.16 0.19
C -2.956 0.042 -1.495 0.27 0.03 0.17
C -4.074 -0.766 -1.588 -0.16 -0.05 0.00
C -4.666 -1.249 -0.432 -0.06 0.00 -0.01
C -4.175 -0.845 0.797 -0.15 -0.03 -0.01
C -3.061 -0.026 0.846 0.23 0.17 -0.11
C -2.613 0.622 2.132 0.15 -0.23 -0.25
C -1.222 0.234 2.681 -0.26 0.33 -0.11
O -0.295 0.351 1.608 0.20 -0.18 0.78
C -0.905 1.292 3.762 0.17 0.10 -0.03
C -0.686 1.000 5.108 0.01 -0.01 -0.16
C -0.428 2.019 6.022 -0.01 0.02 -0.02
C -0.383 3.342 5.608 -0.02 -0.09 0.02
C -0.618 3.644 4.271 0.04 0.05 0.00
C -0.880 2.629 3.366 0.11 0.06 -0.04
C -1.139 -1.166 3.262 0.13 0.14 -0.03
C -2.246 -1.884 3.675 -0.18 -0.08 -0.04
C -2.104 -3.167 4.190 0.00 -0.08 0.05
C -0.845 -3.733 4.321 0.01 0.06 0.02
C 0.276 -2.989 3.967 -0.02 -0.10 0.00
C 0.125 -1.718 3.443 0.14 -0.03 -0.06
N -2.414 0.342 -0.288 -0.21 -0.18 -0.05
C -0.384 0.965 -4.265 0.12 -0.01 0.05
C 0.991 1.173 -4.342 0.03 0.06 -0.05
C 1.558 1.768 -5.460 -0.03 0.02 -0.03
C 0.755 2.168 -6.522 -0.01 -0.01 0.04
C -0.617 1.976 -6.445 0.01 0.03 0.00
C -1.182 1.377 -5.326 -0.03 0.04 -0.04
C -0.897 -1.302 -3.500 0.04 0.18 0.14
C -1.941 -1.902 -4.193 -0.09 0.00 -0.04
C -1.829 -3.210 -4.659 -0.01 0.03 0.00
C -0.663 -3.928 -4.446 0.03 0.01 0.05
C 0.395 -3.325 -3.772 -0.04 -0.08 0.01
C 0.275 -2.027 -3.303 0.05 0.02 -0.04
H -3.052 0.589 -3.554 -0.06 -0.06 0.08
H -2.220 1.735 -2.514 -0.12 0.22 -0.05
H -4.489 -0.998 -2.561 0.04 0.01 0.04
H -5.538 -1.891 -0.490 0.07 0.03 0.00
H -4.668 -1.136 1.716 0.04 0.01 -0.05
H -3.374 0.501 2.901 -0.03 0.02 -0.02
H -2.538 1.683 1.902 -0.17 0.04 0.04
H -0.716 -0.020 5.464 -0.01 -0.05 -0.04
H -0.267 1.769 7.065 0.00 0.03 -0.10
H -0.179 4.133 6.320 -0.02 -0.04 -0.03
H -0.603 4.677 3.934 0.00 -0.10 0.03
H -1.068 2.875 2.327 0.14 0.04 0.05
H -3.242 -1.462 3.596 0.09 -0.05 0.01
H -2.982 -3.723 4.497 0.04 0.02 -0.03
H -0.735 -4.734 4.721 -0.01 0.04 -0.02
H 1.268 -3.403 4.111 -0.04 0.01 -0.02
H 0.996 -1.128 3.175 -0.06 -0.03 0.02
H 1.623 0.850 -3.524 -0.02 -0.03 -0.04
H 2.633 1.914 -5.509 -0.09 -0.02 0.01
H 1.195 2.619 -7.403 -0.03 -0.01 0.07
H -1.255 2.292 -7.264 0.05 -0.04 0.06
H -2.257 1.232 -5.301 0.10 0.00 -0.04
H -2.849 -1.348 -4.412 0.08 -0.07 0.04
H -2.654 -3.658 -5.203 0.06 0.03 0.05
H -0.571 -4.946 -4.806 -0.01 0.08 0.01
H 1.320 -3.873 -3.624 -0.06 0.05 0.01
H 1.105 -1.554 -2.793 -0.02 -0.02 0.06
N -0.200 5.477 -0.477 0.08 0.10 -0.03
C -1.446 5.394 -1.061 0.11 0.03 0.06
C -2.215 6.320 -1.760 0.01 0.05 0.00
C -3.477 5.912 -2.142 0.02 0.02 0.01
C -3.958 4.634 -1.813 -0.01 -0.03 -0.01
C -3.180 3.725 -1.125 -0.05 -0.09 0.00
C -1.882 4.102 -0.771 -0.14 -0.28 0.18
N -0.909 3.405 -0.049 0.50 0.25 0.01
C 0.069 4.277 0.117 -0.23 0.00 -0.19
C 1.306 4.118 0.899 -0.14 -0.19 -0.02
C 2.033 5.147 1.421 0.05 0.20 0.03
S 3.344 4.534 2.318 0.05 -0.09 0.01
C 2.845 2.936 1.929 -0.03 0.03 0.14
N 1.783 2.868 1.192 -0.22 0.09 0.19
H 0.418 6.268 -0.512 0.03 -0.03 -0.01
H -1.852 7.317 -1.977 -0.03 -0.07 0.00
H -4.118 6.597 -2.682 0.03 -0.04 0.02
H -4.969 4.365 -2.096 0.05 0.01 0.02
H -3.575 2.758 -0.838 0.05 0.00 -0.04
H 1.860 6.212 1.353 -0.02 -0.14 0.04
H 3.394 2.070 2.298 -0.16 0.22 -0.12
C 0.625 -4.134 0.017 0.09 0.00 -0.06
Te -0.984 -2.732 0.047 -0.02 -0.33 0.35
C -2.112 -4.273 -0.917 0.05 0.01 -0.11
C -1.340 -5.546 -0.656 0.00 -0.02 -0.02
C -1.931 -6.791 -0.871 0.02 0.06 -0.01
C -1.216 -7.958 -0.656 0.02 0.02 0.02
C 0.104 -7.891 -0.224 -0.03 0.01 -0.01
C 0.697 -6.657 -0.005 0.03 -0.02 -0.01
C -0.019 -5.480 -0.216 -0.02 -0.01 -0.01
H 1.153 -4.096 0.969 -0.04 -0.02 0.02
H 1.329 -3.886 -0.781 -0.05 0.01 0.00
H -2.214 -4.076 -1.983 0.05 0.04 -0.01
H -3.103 -4.297 -0.466 0.03 -0.02 0.01
H -2.962 -6.839 -1.208 0.06 -0.01 0.02
H -1.690 -8.919 -0.818 0.03 0.04 0.00
H 0.667 -8.801 -0.053 -0.03 0.06 -0.01
H 1.727 -6.606 0.335 -0.11 0.01 -0.02
S 6.315 0.688 -0.044 0.08 -0.05 0.00
C 4.549 0.510 -0.121 -0.04 0.11 -0.01
C 3.856 -0.466 0.584 0.06 -0.12 0.13
C 2.478 -0.498 0.508 -0.08 -0.13 0.24
N 1.771 0.374 -0.208 0.75 -0.10 -0.18
C 2.437 1.276 -0.934 0.07 -0.09 -0.21
C 3.814 1.372 -0.926 0.10 0.03 -0.18
C 6.512 0.803 1.733 -0.16 -0.06 -0.11
C 6.433 2.047 2.341 -0.04 0.01 0.09
C 6.505 2.104 3.728 0.01 -0.16 0.09
N 6.638 1.025 4.502 0.04 -0.03 -0.20
C 6.754 -0.160 3.898 0.01 0.22 0.08
C 6.711 -0.323 2.518 0.05 0.00 -0.02
H 4.375 -1.193 1.195 -0.03 0.04 -0.03
H 1.907 -1.247 1.045 0.02 0.07 0.06
H 1.834 1.950 -1.529 0.02 0.01 0.02
H 4.311 2.131 -1.521 -0.08 -0.03 0.09
H 6.315 2.947 1.749 0.00 -0.04 0.04
H 6.448 3.060 4.242 0.00 -0.08 -0.03
H 6.886 -1.020 4.548 0.00 0.07 -0.04
H 6.846 -1.300 2.070 -0.08 0.05 0.03
```
Positions in Å, forces in eV/Å.

Computed properties:
LUMO level (alpha / beta): -0.102 / -0.093 Eh
Spin multiplicity: 4
Net charge: +1
Energy relative to the best compared isomer or geometry (same formula, charge and spin): 1.3585 eV
Kohn-Sham gap (alpha / beta): 6.77 / 7.05 eV
Highest occupied orbital energy (alpha / beta): -0.3504 / -0.3522 hartree
F_max: 1.59 eV/A
DFT total energy: -4942.31851 hartree